The following is a DFT calculation (ωB97M-V with the def2-TZVPD basis set) of one molecule with the formula C4H8O2S in a non-equilibrium geometry.

XYZ file:
```
15
Properties=species:S:1:pos:R:3:forces:R:3
O -3.199031 0.133733 0.526335 1.23 -0.81 -0.48
C -2.212971 -0.227251 -0.086163 -0.31 1.01 -0.62
O -2.106065 -1.420737 -0.737025 -1.13 -0.22 0.94
C -0.987335 0.656451 -0.414316 -0.39 -1.96 -0.58
C 0.304864 0.010073 0.099408 -0.80 -2.63 0.78
C 1.510183 0.881293 -0.079345 0.81 -0.78 -2.23
S 3.088300 0.034752 0.299622 -0.94 0.48 1.67
H -2.924404 -1.935479 -0.513235 0.84 0.54 -0.28
H -1.105776 1.541166 0.166881 -0.40 1.15 -0.35
H -0.992558 0.714659 -1.559434 0.14 0.55 1.67
H 0.132590 -0.380828 1.157153 0.36 1.29 -0.68
H 0.436742 -1.011728 -0.328387 0.18 0.92 -0.51
H 1.363395 1.827225 0.398146 0.36 0.60 0.41
H 1.690539 1.062045 -1.182827 -0.65 0.13 1.04
H 2.738993 -0.000458 1.635758 0.70 -0.26 -0.79
```
Positions in Å, forces in eV/Å.

For the energy above the lowest of the compared OMol25 structures with the same formula, charge and spin, the calculation gives 10.8 kcal/mol. As for the spin multiplicity: 1. Its structure (SMILES) is O=C(O)CCCS. As for the gap between HOMO and LUMO: 10.0 eV. As for the total energy: -705.87842 Eh.